Below is C23H21N9O2S in the gas phase at a distorted geometry, with properties calculated with ωB97M-V/def2-TZVPD.

```
56
C23H21N9O2S (ωB97M-V/def2-TZVPD)
C -8.36 -0.45 -0.40
C -7.71 -1.40 0.60
O -6.82 -0.74 1.48
C -5.58 -0.37 1.05
C -4.83 0.36 2.00
C -3.56 0.79 1.73
C -2.98 0.51 0.48
N -1.73 0.94 0.21
C -1.24 0.66 -0.97
N 0.02 1.08 -1.30
C 0.91 1.79 -0.54
N 2.04 2.10 -1.10
C 2.94 2.78 -0.34
C 4.25 3.02 -1.02
S 5.46 1.77 -0.45
C 4.78 0.37 -1.20
N 3.97 0.36 -2.23
N 3.64 -0.90 -2.44
N 4.20 -1.68 -1.61
N 4.95 -0.92 -0.78
C 5.69 -1.48 0.27
C 5.28 -2.70 0.78
C 6.00 -3.28 1.81
C 7.12 -2.65 2.33
C 7.53 -1.43 1.80
C 6.82 -0.85 0.76
C 2.69 3.16 0.94
C 1.43 2.86 1.56
O 1.07 3.15 2.68
N 0.57 2.14 0.71
N -1.86 -0.03 -1.94
C -3.07 -0.47 -1.72
C -3.72 -1.23 -2.83
C -3.73 -0.22 -0.48
C -5.03 -0.65 -0.18
H -9.06 -1.00 -1.02
H -8.89 0.34 0.13
H -7.61 0.01 -1.04
H -7.20 -2.22 0.09
H -8.47 -1.82 1.26
H -5.30 0.56 2.95
H -2.99 1.34 2.45
H 0.36 0.82 -2.22
H 4.15 2.91 -2.10
H 4.69 3.98 -0.75
H 4.41 -3.18 0.36
H 5.68 -4.23 2.22
H 7.67 -3.10 3.14
H 8.40 -0.94 2.19
H 7.16 0.09 0.34
H 3.42 3.69 1.53
H -0.36 1.85 1.04
H -3.98 -2.23 -2.50
H -4.63 -0.73 -3.15
H -3.03 -1.30 -3.67
H -5.58 -1.21 -0.93
```

* E: -52533.6598 eV
* total charge: 0
* Kohn-Sham gap: 7.83 eV
* structure (SMILES): CCOc1ccc2nc(Nc3nc(CSc4nnnn4-c4ccccc4)cc(=O)[nH]3)nc(C)c2c1
* LUMO: -0.2 eV

natural (NBO) atomic charge list, values in e, 6 entries: C -0.638; C -0.063; O -0.489; C 0.307; C -0.206; C -0.187

---

Below is C23H21NO5S in the gas phase at a distorted geometry, with properties calculated with ωB97M-V/def2-TZVPD.

```
51
C23H21NO5S (ωB97M-V/def2-TZVPD)
C -1.23 6.67 1.98
O -0.70 5.82 2.98
C -0.49 4.50 2.67
C -0.72 3.91 1.44
C -0.45 2.56 1.26
C 0.05 1.78 2.30
C 0.29 0.37 2.06
C 0.42 -0.58 3.00
C 0.72 -1.99 2.72
O 1.26 -2.70 3.55
C 0.37 -2.51 1.37
C 1.23 -3.44 0.79
C 0.99 -3.91 -0.49
C -0.12 -3.47 -1.20
N -0.34 -3.85 -2.52
S -0.88 -2.69 -3.62
O -0.35 -3.12 -4.88
O -2.29 -2.52 -3.49
C -0.06 -1.20 -3.06
C -0.82 -0.08 -2.78
C -0.19 1.06 -2.31
C 1.19 1.08 -2.10
C 1.87 2.30 -1.55
C 1.93 -0.06 -2.40
C 1.31 -1.20 -2.89
C -1.03 -2.60 -0.58
C -0.78 -2.13 0.69
C 0.28 2.38 3.54
C 0.03 3.73 3.73
O 0.27 4.30 4.93
H -1.32 7.65 2.45
H -2.21 6.32 1.65
H -0.55 6.74 1.12
H -1.11 4.48 0.62
H -0.64 2.11 0.30
H 0.34 0.09 1.01
H 0.40 -0.33 4.05
H 2.09 -3.77 1.34
H 1.68 -4.61 -0.95
H 0.34 -4.47 -2.92
H -1.88 -0.11 -2.93
H -0.77 1.95 -2.10
H 2.88 2.39 -1.94
H 1.31 3.20 -1.79
H 1.93 2.22 -0.46
H 3.00 -0.06 -2.25
H 1.88 -2.08 -3.13
H -1.92 -2.32 -1.12
H -1.50 -1.48 1.16
H 0.68 1.83 4.37
H 0.03 5.23 4.88
```

* E: -46753.8822 eV
* total charge: 0
* Kohn-Sham gap: 8.25 eV
* energy above the lowest of the compared OMol25 structures with the same formula, charge and spin: 0.0 kcal/mol
* structure (SMILES): COc1ccc(/C=C/C(=O)c2ccc(NS(=O)(=O)c3ccc(C)cc3)cc2)cc1O
* LUMO: -0.2 eV

natural (NBO) atomic charge list, values in e, 6 entries: C -0.251; O -0.527; C 0.297; C -0.298; C -0.198; C -0.097

---

Below is a molecular structure, C23H21O5PPd, with properties calculated with ωB97M-V/def2-TZVPD.

```
51
C23H21O5PPd (ωB97M-V/def2-TZVPD)
Pd 0.47 1.72 0.90
O -0.49 5.47 -0.44
C -0.10 4.33 -0.35
O 0.03 3.67 0.77
C 0.36 3.58 -1.62
P 0.11 1.83 -1.26
C -1.68 1.59 -1.32
C -2.16 0.32 -0.97
C -3.52 0.07 -0.98
C -4.41 1.08 -1.32
C -3.94 2.34 -1.65
C -2.58 2.59 -1.66
C 0.76 0.74 -2.53
C 0.01 0.43 -3.67
C 0.57 -0.36 -4.66
C 1.87 -0.85 -4.52
C 2.60 -0.55 -3.38
C 2.05 0.24 -2.38
H 1.42 3.77 -1.75
H -0.17 3.93 -2.51
H -1.46 -0.46 -0.69
H -3.88 -0.92 -0.71
H -5.48 0.88 -1.31
H -4.63 3.13 -1.90
H -2.23 3.59 -1.90
H -1.00 0.80 -3.78
H 0.00 -0.60 -5.55
H 2.30 -1.47 -5.29
H 3.60 -0.94 -3.26
H 2.60 0.46 -1.48
C 2.44 -4.87 0.99
O 1.84 -4.61 2.25
C 1.40 -3.35 2.49
C 0.85 -3.14 3.77
C 0.41 -1.89 4.09
C 0.44 -0.80 3.18
C -0.05 0.48 3.63
C -0.44 0.68 5.07
O -0.23 1.47 2.89
C 0.97 -1.03 1.88
O 1.09 -0.17 0.92
C 1.45 -2.33 1.57
H 2.76 -5.91 1.03
H 3.30 -4.22 0.83
H 1.72 -4.74 0.18
H 0.81 -3.96 4.47
H -0.01 -1.74 5.07
H 0.33 0.32 5.75
H -1.37 0.14 5.29
H -0.61 1.74 5.23
H 1.86 -2.46 0.58
```

* E: -47198.7569 eV
* total charge: 0
* Kohn-Sham gap: 8.15 eV
* energy above the lowest of the compared OMol25 structures with the same formula, charge and spin: 0.0 kcal/mol
* LUMO: 0.0 eV

natural (NBO) atomic charge list, values in e, 6 entries: Pd 0.810; O -0.616; C 0.783; O -0.721; C -0.866; P 1.121

---

Below is a molecular structure, C23H22BrN4O8SSeW, with properties calculated with ωB97M-V/def2-TZVPD.

```
61
C23H22BrN4O8SSeW (ωB97M-V/def2-TZVPD)
W -0.18 0.49 0.31
O -0.51 -1.92 -0.79
C -0.30 -2.51 -2.06
C 0.05 -1.46 -3.07
C -0.24 -1.66 -4.42
C 0.17 -0.70 -5.33
C 0.86 0.41 -4.88
C 1.11 0.52 -3.52
N 0.71 -0.39 -2.64
H -1.11 -2.47 -0.25
H -1.19 -3.05 -2.38
H 0.53 -3.23 -2.00
H -0.78 -2.54 -4.73
H -0.05 -0.83 -6.39
H 1.21 1.17 -5.56
H 1.65 1.37 -3.12
O -0.66 4.09 5.10
C -1.80 4.11 4.42
O -2.78 4.67 4.82
C -1.87 3.28 3.18
C -3.02 3.13 2.42
N -2.72 2.33 1.39
N -1.44 1.95 1.44
C -0.92 2.50 2.52
C 0.47 2.08 2.77
O 1.15 2.50 3.68
O 0.86 1.20 1.88
H 0.03 3.54 4.67
H -4.01 3.54 2.57
H -3.34 1.94 0.70
Br -4.03 0.40 -1.98
C -2.37 1.27 -1.66
C -2.20 2.55 -2.26
C -1.09 3.33 -2.10
C 0.16 3.18 -1.40
C 0.65 2.21 -0.57
N -1.52 0.67 -0.93
H -3.00 2.92 -2.88
H -1.15 4.27 -2.64
H 0.83 4.01 -1.59
H 1.66 2.46 -0.24
Se 2.31 -0.29 -0.30
C 2.96 -1.99 0.12
C 2.22 -3.05 0.66
C 2.85 -4.25 0.90
C 4.20 -4.42 0.61
C 4.94 -3.37 0.08
C 4.33 -2.15 -0.17
H 1.18 -2.91 0.89
H 2.28 -5.07 1.32
H 4.68 -5.36 0.81
H 5.99 -3.50 -0.14
H 4.89 -1.33 -0.59
C -1.64 -1.81 3.82
S -1.55 -1.63 2.08
O -0.14 -1.16 1.78
O -1.81 -2.92 1.48
O -2.44 -0.55 1.66
H -1.19 -0.93 4.28
H -1.12 -2.71 4.11
H -2.70 -1.88 4.08
```

* E: -194591.5002 eV
* total charge: +1
* Kohn-Sham gap (alpha / beta): 6.43 / 7.29 eV
* multiplicity: 3
* energy above the lowest of the compared OMol25 structures with the same formula, charge and spin: 89.1 kcal/mol
* ⟨S²⟩: 2.04
* LUMO (alpha / beta): -5.1 / -5.2 eV

natural (NBO) atomic charge list, values in e, 6 entries: W 1.714; O -0.743; C -0.090; C 0.205; C -0.238; C -0.136

---

Below is a molecular structure, C23H22F3N8S3Y, with properties calculated with ωB97M-V/def2-TZVPD.

```
60
C23H22F3N8S3Y (ωB97M-V/def2-TZVPD)
Y -0.08 -0.20 0.36
C 2.48 2.52 3.16
C 1.99 1.85 1.92
N 0.77 1.88 1.52
N -0.14 2.62 2.20
C -1.35 2.84 1.62
N -2.14 3.73 2.21
S -1.85 2.03 0.22
C 2.91 1.12 1.01
C 4.28 1.22 1.13
C 5.10 0.61 0.18
C 4.51 -0.08 -0.86
C 3.13 -0.16 -0.89
N 2.34 0.42 0.01
H 1.76 2.42 3.97
H 2.68 3.58 2.98
H 3.41 2.06 3.51
H 0.17 3.22 2.95
H -1.87 4.25 3.03
H -3.06 3.88 1.83
H 4.73 1.79 1.93
H 6.17 0.70 0.26
H 5.10 -0.56 -1.62
H 2.63 -0.71 -1.69
C -2.53 -3.63 2.76
N -2.00 -3.77 1.41
C -1.44 -4.91 0.86
C -1.08 -4.63 -0.40
N -1.42 -3.30 -0.62
C -2.01 -2.79 0.50
S -2.66 -1.23 0.68
C -1.22 -2.59 -1.84
C -1.65 -3.16 -3.02
C -1.45 -2.47 -4.20
C -0.83 -1.23 -4.16
C -0.43 -0.74 -2.93
N -0.60 -1.41 -1.77
H -2.30 -4.55 3.31
H -3.60 -3.47 2.73
H -2.04 -2.78 3.25
H -1.34 -5.82 1.43
H -0.60 -5.23 -1.15
H -2.17 -4.11 -3.00
H -1.78 -2.89 -5.14
H -0.66 -0.65 -5.05
H 0.04 0.23 -2.86
F 0.93 -3.23 4.74
C 1.67 -4.02 3.98
F 1.16 -5.27 4.09
F 2.91 -4.06 4.50
C 1.72 -3.64 2.52
C 2.37 -4.53 1.69
C 2.43 -4.31 0.32
C 1.78 -3.19 -0.16
N 1.17 -2.30 0.63
C 1.16 -2.47 1.97
S 0.46 -1.14 2.85
H 2.84 -5.41 2.11
H 2.94 -4.99 -0.35
H 1.74 -2.99 -1.23
```

* E: -77823.1307 eV
* total charge: +2
* Kohn-Sham gap: 7.00 eV
* energy above the lowest of the compared OMol25 structures with the same formula, charge and spin: 7.9 kcal/mol
* LUMO: -6.2 eV

natural (NBO) atomic charge list, values in e, 6 entries: Y 1.665; C -0.710; C 0.329; N -0.315; N -0.427; C 0.337

---

Below is a molecular structure, C23H22FN4O3PdS2, with properties calculated with ωB97M-V/def2-TZVPD.

```
56
C23H22FN4O3PdS2 (ωB97M-V/def2-TZVPD)
Pd -0.21 0.26 -0.92
C -1.44 7.04 -1.14
C -1.15 6.61 0.29
N -1.25 5.15 0.48
C -0.13 4.41 0.33
C -0.08 3.05 0.39
C 1.30 2.44 0.17
O 2.26 3.12 0.44
O 1.37 1.26 -0.37
C -1.27 2.33 0.71
O -1.34 1.09 0.84
C -2.48 3.13 0.84
C -3.70 2.49 1.04
C -4.86 3.20 1.07
F -6.02 2.52 1.23
C -4.89 4.59 0.90
C -3.67 5.23 0.72
C -2.47 4.52 0.68
N -6.08 5.36 0.93
C -7.36 4.77 1.32
C -8.39 5.90 1.45
N -7.64 7.16 1.80
C -6.84 7.63 0.61
C -6.27 6.39 -0.08
H -1.34 8.12 -1.23
H -2.44 6.74 -1.45
H -0.73 6.57 -1.82
H -1.82 7.09 1.00
H -0.14 6.89 0.58
H 0.79 4.95 0.16
H -3.72 1.41 1.15
H -3.66 6.31 0.63
H -7.24 4.28 2.29
H -7.74 4.03 0.62
H -9.12 5.69 2.23
H -8.91 6.10 0.52
H -6.98 6.94 2.55
H -8.26 7.89 2.14
H -6.06 8.29 0.99
H -7.50 8.20 -0.04
H -5.34 6.65 -0.57
H -6.95 6.04 -0.87
S -1.71 1.48 -2.67
C -2.56 0.14 -2.08
N -1.86 -0.78 -1.44
C -2.65 -1.76 -0.84
C -2.21 -2.83 -0.07
C -3.15 -3.73 0.41
C -4.51 -3.57 0.12
C -4.95 -2.51 -0.65
C -4.01 -1.60 -1.12
S -4.26 -0.16 -2.08
H -1.16 -2.94 0.13
H -2.83 -4.57 1.01
H -5.22 -4.29 0.50
H -6.00 -2.39 -0.87
```

* E: -64172.8023 eV
* total charge: +1
* Kohn-Sham gap (alpha / beta): 6.47 / 6.47 eV
* energy above the lowest of the compared OMol25 structures with the same formula, charge and spin: 24.2 kcal/mol
* LUMO (alpha / beta): -3.4 / -3.4 eV

natural (NBO) atomic charge list, values in e, 6 entries: Pd 1.025; C -0.623; C -0.205; N -0.370; C 0.151; C -0.323

---

Below is a molecular structure, C23H22IN13SSeTi, with properties calculated with ωB97M-V/def2-TZVPD.

```
62
C23H22IN13SSeTi (ωB97M-V/def2-TZVPD)
Ti 0.13 -0.04 0.13
N -0.28 0.65 4.53
C -0.04 0.18 3.27
S -1.35 0.24 2.12
N 1.13 -0.35 3.04
N 1.24 -0.82 1.76
C 2.19 -1.69 1.52
C 2.14 -2.32 0.24
C 3.01 -3.34 -0.17
C 2.83 -3.94 -1.39
C 1.75 -3.53 -2.19
C 0.94 -2.52 -1.73
N 1.11 -1.91 -0.55
H -1.01 1.34 4.61
H 0.54 0.82 5.08
H 2.91 -1.97 2.29
H 3.82 -3.64 0.49
H 3.49 -4.73 -1.72
H 1.57 -3.98 -3.16
H 0.11 -2.17 -2.33
N -1.26 -2.99 1.07
C -2.02 -2.52 0.08
N -3.04 -3.26 -0.34
C -3.77 -2.73 -1.31
N -4.80 -3.47 -1.79
N -3.58 -1.53 -1.87
C -2.52 -0.88 -1.41
N -1.68 -1.31 -0.47
C -2.22 0.46 -1.97
C -3.08 1.05 -2.89
C -2.75 2.30 -3.38
C -1.59 2.91 -2.93
C -0.80 2.25 -2.00
N -1.10 1.04 -1.52
H -1.60 -3.80 1.55
H -0.65 -2.34 1.56
H -5.04 -4.32 -1.32
H -5.43 -3.04 -2.44
H -3.96 0.52 -3.19
H -3.40 2.80 -4.09
H -1.29 3.89 -3.28
H 0.10 2.70 -1.60
I 4.16 0.48 -4.88
C 3.36 0.56 -2.99
C 4.03 0.77 -1.81
N 3.10 0.72 -0.84
N 1.87 0.52 -1.32
C 2.01 0.42 -2.64
H 5.07 0.95 -1.60
H 3.18 0.98 0.14
H 1.16 0.23 -3.27
Se 1.22 2.45 0.81
C 0.51 3.21 2.40
C -0.84 3.49 2.57
C -1.28 4.04 3.76
N -0.48 4.34 4.78
C 0.82 4.10 4.61
C 1.36 3.54 3.46
H -1.55 3.26 1.78
H -2.33 4.25 3.91
H 1.47 4.35 5.44
H 2.42 3.35 3.39
```

* E: -150981.4309 eV
* total charge: 0
* Kohn-Sham gap (alpha / beta): 5.33 / 6.65 eV
* multiplicity: 3
* energy above the lowest of the compared OMol25 structures with the same formula, charge and spin: 1.7 kcal/mol
* ⟨S²⟩: 2.02
* LUMO (alpha / beta): -0.5 / -0.6 eV

natural (NBO) atomic charge list, values in e, 6 entries: Ti 1.120; N -0.800; C 0.302; S -0.288; N -0.421; N -0.392

---

Below is a molecular structure, C23H22MnN5O4S8, with properties calculated with ωB97M-V/def2-TZVPD.

```
63
C23H22MnN5O4S8 (ωB97M-V/def2-TZVPD)
Mn 0.86 0.45 0.15
O 5.84 -0.70 5.77
C 4.88 -0.51 5.09
S 5.00 -0.14 3.34
C 3.31 0.11 3.02
C 2.40 -0.02 4.23
S 0.80 0.19 4.17
S 3.22 -0.41 5.72
S 2.89 0.47 1.50
O -2.83 1.04 0.78
S -2.07 0.59 1.91
O -1.88 1.53 2.99
N -0.61 0.00 1.44
C -0.56 -1.33 1.45
S 0.76 -2.00 0.67
C -1.73 -1.95 2.12
C -1.97 -3.28 2.40
C -3.16 -3.60 3.05
C -4.07 -2.62 3.40
C -3.83 -1.28 3.12
C -2.65 -0.98 2.48
H -1.25 -4.04 2.12
H -3.37 -4.64 3.28
H -4.98 -2.90 3.91
H -4.54 -0.51 3.39
C 0.73 3.41 2.63
S 0.50 3.81 0.90
C -1.20 4.35 0.97
O 0.44 2.49 0.16
H 0.72 4.34 3.19
H 1.71 2.94 2.72
H -0.06 2.74 2.95
H -1.24 5.27 1.56
H -1.81 3.57 1.42
H -1.51 4.56 -0.05
N -0.53 0.28 -1.24
C -1.38 0.05 -1.97
C -2.45 -0.26 -2.87
C -2.17 -0.93 -4.07
C -3.22 -1.23 -4.91
C -4.52 -0.87 -4.57
C -4.78 -0.21 -3.38
C -3.75 0.10 -2.51
H -1.16 -1.20 -4.31
H -3.03 -1.75 -5.84
H -5.34 -1.11 -5.24
H -5.80 0.06 -3.12
H -3.93 0.60 -1.57
C 4.51 -2.42 -3.81
C 5.00 -1.40 -2.79
C 3.95 -0.39 -2.44
N 3.22 -0.46 -1.40
N 2.29 0.56 -1.33
C 2.35 1.38 -2.35
N 1.53 2.43 -2.50
S 3.58 0.95 -3.49
H 5.28 -3.16 -4.01
H 4.26 -1.94 -4.76
H 3.62 -2.93 -3.44
H 5.89 -0.88 -3.16
H 5.28 -1.89 -1.86
H 0.92 2.65 -1.73
H 1.64 3.06 -3.27
```

* E: -157844.8526 eV
* total charge: +1
* Kohn-Sham gap (alpha / beta): 6.57 / 6.21 eV
* multiplicity: 2
* ⟨S²⟩: 0.79
* LUMO (alpha / beta): -4.5 / -4.5 eV

natural (NBO) atomic charge list, values in e, 6 entries: Mn 0.745; O -0.480; C 0.217; S 0.403; C -0.388; C -0.417